[1]
Below is the molecule C3H3ClFNO at a distorted geometry, with properties calculated with the ωB97M-V functional and the def2-TZVPD basis.

Summary:
- SMILES string = NC(=O)/C=C(/F)Cl
- frontier orbital gap (hartree) = 0.391
- ΔE to the lowest compared entry with this formula, charge and spin (kcal/mol) = 2.9
- spin multiplicity = 1
- HOMO (Ha) = -0.373
- LUMO level (eV) = 0.49

Last column: natural (NBO) charge in e.
Atoms and positions in Å:
N 1.45749 -0.40869 -0.68527  -0.83
C 0.76579 -0.51293 0.50354  0.63
O 1.20005 -1.00209 1.51357  -0.58
C -0.57019 -0.00466 0.63106  -0.41
C -1.43879 0.68526 -0.11152  0.41
F -2.59997 0.94586 0.45503  -0.30
Cl -1.35090 1.25740 -1.76007  0.01
H 1.25531 0.30969 -1.36768  0.41
H 2.31168 -0.93943 -0.70654  0.41
H -1.03047 -0.33040 1.52788  0.25

[2]
Below is a cluster of 2 separate species, C4H10N2O2 in total at a distorted geometry, with properties calculated with the ωB97M-V functional and the def2-TZVPD basis.

Summary:
- SMILES string = CC(N)=O.CC(N)=O
- frontier orbital gap (hartree) = 0.371
- ΔE to the lowest compared entry with this formula, charge and spin (kcal/mol) = 16.5
- spin multiplicity = 1
- HOMO (Ha) = -0.345
- LUMO level (eV) = 0.73

Last column: natural (NBO) charge in e.
Atoms and positions in Å:
C 0.99857 -1.32398 2.13232  -0.72
C 1.31659 -1.56838 0.68243  0.67
N 2.10938 -2.67604 0.35746  -0.84
O 0.93023 -0.85800 -0.21607  -0.59
H 0.46086 -0.39198 2.28837  0.24
H 1.83347 -1.38363 2.82258  0.23
H 0.33526 -2.15279 2.41841  0.23
H 2.20861 -2.93944 -0.60373  0.40
H 2.01154 -3.43419 1.02035  0.37
C -1.11487 2.57357 -0.41225  -0.72
C -0.98867 1.79358 -1.66429  0.67
N -2.02085 0.95148 -1.99372  -0.83
O -0.10639 2.00412 -2.46851  -0.60
H -1.05807 3.63616 -0.62261  0.24
H -0.28093 2.40634 0.23775  0.24
H -2.01650 2.39664 0.19044  0.21
H -2.04520 0.47491 -2.88001  0.40
H -2.57305 0.49163 -1.28891  0.38

Question: What is the LUMO level in the second record?
Answer: 0.73 eV